(1)
Entry from OMol25: a 10-piece molecular cluster, C34H84BN6O17 overall in a non-equilibrium geometry (ωB97M-V/def2-TZVPD).

Geometry (Å):
O 1.313 2.019 0.913
C 0.866 1.198 0.122
O 1.016 -0.083 0.216
B 0.627 -0.729 -1.021
O 0.127 0.353 -1.877
C 0.209 1.484 -1.301
O -0.076 2.559 -1.788
O -0.398 -1.768 -0.750
C -0.003 -2.898 -1.206
O -0.643 -3.933 -1.144
C 1.442 -2.699 -1.732
O 1.790 -1.447 -1.577
O 2.195 -3.629 -2.017
C 4.810 4.663 -3.945
C 4.225 4.591 -2.579
C 3.505 3.312 -2.196
O 4.512 2.295 -1.902
C 4.143 0.953 -1.716
N 5.312 4.923 -1.689
H 4.145 4.044 -4.547
H 5.849 4.350 -4.052
H 4.872 5.727 -4.170
H 3.501 5.404 -2.533
H 2.934 2.962 -3.056
H 2.847 3.361 -1.329
H 4.934 0.218 -1.866
H 3.318 0.721 -2.390
H 3.665 0.793 -0.750
H 5.859 4.091 -1.860
H 4.820 4.749 -0.824
C -3.954 -5.477 -0.545
C -4.223 -4.173 -1.235
C -5.779 -3.815 -1.155
O -6.594 -4.922 -1.563
C -6.634 -5.207 -2.912
N -3.449 -3.144 -0.572
H -2.913 -5.670 -0.286
H -4.443 -6.280 -1.097
H -4.320 -5.475 0.482
H -3.922 -4.253 -2.279
H -6.153 -2.935 -1.677
H -5.961 -3.645 -0.094
H -7.373 -6.008 -2.932
H -5.679 -5.625 -3.229
H -6.808 -4.319 -3.519
H -2.500 -3.481 -0.653
H -3.524 -3.105 0.435
C 4.958 -3.501 -0.052
C 4.090 -3.469 1.183
C 4.787 -4.180 2.336
O 4.071 -4.076 3.626
C 2.771 -4.608 3.665
N 3.978 -2.031 1.344
H 5.380 -4.483 -0.266
H 5.865 -2.896 -0.061
H 4.424 -3.026 -0.874
H 3.118 -3.924 0.991
H 5.741 -3.723 2.600
H 4.912 -5.239 2.110
H 2.809 -5.689 3.532
H 2.145 -4.182 2.881
H 2.274 -4.317 4.590
H 3.084 -1.880 0.898
H 3.887 -1.925 2.344
C -0.873 -3.033 2.695
C -0.852 -1.676 3.275
C -1.898 -0.666 2.753
O -3.231 -1.187 2.738
C -4.308 -0.384 2.289
N -1.111 -1.987 4.658
H -0.602 -3.006 1.639
H -1.876 -3.456 2.639
H -0.244 -3.805 3.139
H 0.129 -1.230 3.110
H -1.683 -0.581 1.688
H -1.841 0.298 3.259
H -4.455 -0.219 1.221
H -4.439 0.568 2.802
H -5.198 -0.973 2.511
H -1.869 -2.642 4.528
H -1.647 -1.213 5.025
C 2.109 5.390 0.771
C 3.361 5.062 1.524
C 3.263 4.983 3.017
O 4.467 4.515 3.695
C 4.222 4.398 5.096
N 3.781 3.835 0.908
H 1.326 4.716 1.120
H 2.087 5.284 -0.313
H 1.835 6.396 1.086
H 4.135 5.809 1.346
H 2.477 4.244 3.168
H 2.952 5.959 3.390
H 3.569 3.559 5.336
H 3.927 5.269 5.680
H 5.098 4.161 5.701
H 3.076 3.111 0.914
H 4.574 3.420 1.375
C -1.944 3.686 2.139
C -3.098 4.247 1.268
C -3.802 3.153 0.462
O -4.810 3.799 -0.308
C -5.452 2.955 -1.356
N -3.979 5.111 1.985
H -2.269 2.743 2.577
H -1.524 4.400 2.848
H -1.242 3.437 1.343
H -2.550 4.892 0.581
H -4.213 2.329 1.044
H -3.149 2.585 -0.200
H -6.256 3.498 -1.853
H -5.781 2.045 -0.854
H -4.881 2.739 -2.259
H -4.859 5.377 1.566
H -3.485 5.988 2.074
C -2.131 5.063 -2.416
C -0.892 5.370 -3.241
O 0.191 5.338 -2.397
H -2.490 5.820 -1.718
H -2.074 4.092 -1.924
H -2.977 4.877 -3.077
H -1.073 6.375 -3.622
H -0.756 4.631 -4.030
H 0.254 4.467 -1.997
C -2.347 -1.012 -3.513
C -3.168 -0.103 -2.653
O -4.278 -0.792 -2.228
H -1.345 -0.625 -3.703
H -2.679 -1.208 -4.532
H -2.222 -2.010 -3.094
H -3.513 0.801 -3.155
H -2.634 0.252 -1.772
H -3.969 -1.385 -1.539
C 1.846 -8.222 -0.694
C 1.873 -6.705 -1.076
O 0.932 -6.069 -0.196
H 0.859 -8.677 -0.607
H 2.525 -8.469 0.121
H 2.305 -8.642 -1.589
H 1.518 -6.399 -2.060
H 2.857 -6.272 -0.898
H 0.645 -5.291 -0.679

The net charge is -1. The calculation puts the maximum force at 3.60 eV Å⁻¹. The total energy comes out at -81046.2776 eV. Its energy relative to the best compared isomer or geometry (same formula, charge and spin) is 2.119 eV. Its orbital gap is 8.88 eV.


(2)
Entry from OMol25: a 6-piece molecular cluster, C6H24O6 overall in a non-equilibrium geometry (ωB97M-V/def2-TZVPD).

Geometry (Å):
C 3.639 1.987 -1.780
O 3.748 1.864 -3.177
H 3.963 2.948 -1.380
H 2.707 1.638 -1.336
H 4.369 1.271 -1.403
H 2.897 2.111 -3.546
C 2.331 -1.406 3.154
O 2.325 -1.554 1.740
H 2.873 -2.211 3.650
H 2.617 -0.410 3.492
H 1.270 -1.405 3.405
H 3.205 -1.333 1.425
C -2.039 1.773 2.724
O -2.808 2.342 1.697
H -2.199 0.702 2.851
H -1.006 1.979 2.444
H -2.273 2.230 3.685
H -3.724 2.273 1.975
C -0.545 -3.340 -2.120
O 0.202 -3.971 -1.131
H -1.127 -2.582 -1.597
H 0.060 -2.896 -2.911
H -1.196 -3.972 -2.723
H 0.734 -3.294 -0.704
C -3.288 1.222 -1.389
O -4.196 0.971 -2.497
H -3.806 2.012 -0.846
H -3.170 0.322 -0.785
H -2.307 1.474 -1.794
H -4.896 0.393 -2.184
C 0.145 0.087 -0.044
O 0.205 -1.302 0.293
H -0.869 0.358 -0.339
H 0.347 0.631 0.879
H 0.954 0.351 -0.725
H 0.858 -1.266 0.995

The calculation puts the maximum force at 1.74 eV Å⁻¹. The total energy comes out at -18892.6439 eV. Its energy relative to the best compared isomer or geometry (same formula, charge and spin) is 4.369 eV. Its structure (SMILES) is CO.CO.CO.CO.CO.CO. Its orbital gap is 9.83 eV.